# 1
{
  "formula": "C6H22N2O3",
  "method": "ωB97M-V with the def2-TZVPD basis set",
  "species": ["C", "C", "C", "N", "C", "C", "C", "N", "H", "H", "H", "H", "H", "H", "H", "H", "H", "H", "H", "H", "H", "H", "H", "H", "O", "H", "H", "O", "H", "H", "O", "H", "H"],
  "xyz": [[2.301, 2.058, -0.796], [0.787, 2.092, -0.550], [0.488, 2.335, 0.940], [0.241, 0.849, -1.131], [-1.085, 1.145, -1.651], [0.114, -0.286, -0.119], [-0.063, -1.515, -0.933], [-0.306, -2.604, 0.025], [2.608, 1.756, -1.788], [2.727, 1.189, -0.315], [2.768, 3.009, -0.505], [0.473, 2.924, -1.176], [-0.575, 2.250, 1.177], [0.803, 3.319, 1.237], [1.023, 1.623, 1.608], [-1.463, 0.236, -2.163], [-1.944, 1.379, -0.971], [-1.016, 2.011, -2.316], [1.102, -0.160, 0.361], [-0.778, -0.147, 0.481], [-0.931, -1.474, -1.593], [0.806, -1.612, -1.612], [-1.155, -3.073, -0.285], [0.419, -3.304, 0.032], [2.105, -2.225, 1.786], [1.311, -2.050, 1.258], [2.717, -1.517, 1.567], [-2.849, -1.846, -0.431], [-3.520, -1.142, -0.439], [-2.473, -1.827, 0.469], [-1.890, -1.140, 2.735], [-1.247, -1.843, 2.862], [-1.498, -0.408, 2.233]],
  "atomic_forces_ev_per_a": [[0.155, -0.269, 0.357], [1.593, -0.430, -0.229], [-0.018, -0.671, 0.022], [-1.854, 0.314, 1.398], [-0.985, -0.670, -0.849], [1.145, 2.786, -2.545], [0.684, -0.942, -0.284], [-0.229, -0.769, -0.443], [-0.569, 0.718, -0.837], [0.342, 0.026, 1.178], [0.165, -0.457, 0.061], [-0.632, 0.055, 0.212], [-0.054, 0.034, -0.123], [0.158, 0.526, 0.059], [-0.245, 0.359, -0.548], [0.238, 0.856, -0.239], [0.863, 0.037, 0.486], [-0.088, -0.402, -0.267], [-0.801, -0.949, 0.539], [0.142, 0.186, 0.623], [0.231, 0.292, 0.303], [-0.184, -0.387, 0.521], [0.347, -0.143, 0.299], [0.218, -0.147, -0.158], [-0.069, -0.013, -0.061], [0.026, -0.062, 0.264], [0.053, 0.013, 0.015], [-0.592, 0.519, 0.436], [0.289, -0.461, 0.036], [-0.308, 0.077, -0.188], [-0.636, 0.347, -0.152], [0.352, 0.259, -0.295], [0.263, -0.633, 0.411]],
  "mulliken_charge": [-1.465, 0.212, -1.292, 0.009, -0.880, 0.098, -0.565, -0.644, 0.416, 0.232, 0.407, 0.405, 0.338, 0.464, 0.243, 0.270, 0.236, 0.387, 0.164, -0.274, 0.413, 0.299, 0.270, 0.233, -0.699, 0.402, 0.300, -0.672, 0.293, 0.368, -0.664, 0.334, 0.360],
  "gap_ha": 0.352
}

***

# 2
{
  "formula": "C7H19N5",
  "method": "ωB97M-V with the def2-TZVPD basis set",
  "species": ["C", "C", "C", "C", "C", "C", "C", "N", "N", "N", "N", "N", "H", "H", "H", "H", "H", "H", "H", "H", "H", "H", "H", "H", "H", "H", "H", "H", "H", "H", "H"],
  "xyz": [[-1.180, 1.304, 0.517], [0.296, 0.054, 0.311], [-2.179, 0.435, -0.206], [-3.510, 0.820, 0.343], [0.154, -2.348, -0.076], [1.729, 0.225, 0.547], [2.709, -0.206, -0.588], [-0.348, -1.035, 0.177], [-1.858, -0.905, 0.069], [-2.548, -2.005, -0.309], [-0.924, 2.600, -0.107], [4.108, 0.534, -0.359], [-2.190, 0.518, -1.295], [-4.275, 0.082, 0.057], [-3.732, 1.769, 0.076], [-3.415, 0.767, 1.499], [0.044, -2.612, -1.176], [1.049, -2.587, 0.428], [-0.483, -3.166, 0.387], [1.922, -0.287, 1.534], [1.761, 1.372, 0.502], [2.192, -0.007, -1.634], [2.941, -1.299, -0.784], [-2.880, -2.176, -1.188], [-2.840, -2.474, 0.488], [-0.846, 2.434, -1.106], [0.053, 3.035, 0.191], [-1.746, 3.239, -0.010], [4.906, 0.015, -0.797], [4.194, 0.501, 0.692], [4.118, 1.414, -0.878]],
  "atomic_forces_ev_per_a": [[3.212, -3.548, 1.656], [-4.613, 2.084, -0.628], [0.233, 1.475, -0.706], [-0.061, -3.835, 3.270], [-2.166, -2.756, -0.659], [1.005, 0.914, -0.144], [-0.709, -1.027, -2.341], [-1.271, -0.025, -1.185], [1.981, -1.569, 1.639], [2.292, 2.050, 2.237], [2.056, 0.688, -1.000], [-1.182, -2.131, -0.533], [0.037, 0.677, -0.874], [0.013, 0.596, -0.138], [-1.136, 3.011, -0.964], [-0.291, 0.184, -1.905], [0.785, 0.543, 1.282], [1.585, 0.409, -0.041], [0.141, 1.345, -0.369], [0.378, 1.069, -0.724], [0.762, -1.485, 1.047], [1.535, 0.570, 1.965], [-0.143, 1.158, 1.205], [-0.812, -0.256, -2.684], [-1.241, -1.266, 0.915], [0.057, 0.557, -0.850], [-3.079, -0.725, -0.309], [1.021, -0.246, 0.545], [-0.787, 0.063, 0.654], [0.476, 0.946, -1.352], [-0.077, 0.529, 0.991]],
  "mulliken_charge": [-1.117, 0.110, 0.697, -1.567, -1.045, -0.406, -0.555, 0.305, 0.261, -0.828, -0.158, -0.294, 0.282, 0.421, 0.485, 0.353, 0.349, 0.469, 0.301, 0.393, 0.177, 0.374, 0.349, 0.160, 0.240, 0.366, 0.380, 0.373, 0.384, 0.376, 0.367],
  "total_charge": 2,
  "gap_ha": 0.262
}

***

# 3
{
  "formula": "C28H41FN2O8P3STeTi",
  "method": "ωB97M-V with the def2-TZVPD basis set",
  "species": ["Ti", "C", "P", "C", "C", "C", "C", "C", "C", "C", "P", "C", "C", "H", "H", "H", "H", "H", "H", "H", "H", "H", "H", "H", "H", "H", "H", "H", "H", "F", "C", "C", "N", "C", "C", "O", "O", "C", "O", "N", "C", "O", "H", "H", "H", "H", "Te", "C", "C", "C", "C", "S", "H", "H", "H", "C", "C", "C", "C", "O", "P", "O", "O", "O", "C", "C", "C", "C", "H", "H", "H", "H", "H", "H", "H", "H", "H", "H", "H", "H", "H", "H", "H", "H", "H", "H"],
  "xyz": [[0.234, -0.560, -0.158], [-1.307, -1.948, 2.972], [0.232, -1.216, 2.343], [0.575, 0.084, 3.574], [1.538, -2.448, 2.669], [1.524, -3.247, 3.808], [2.539, -4.161, 4.044], [3.586, -4.276, 3.140], [3.610, -3.483, 2.004], [2.591, -2.568, 1.751], [2.592, -1.500, 0.260], [3.881, -0.271, 0.641], [3.368, -2.531, -1.022], [-1.249, -2.151, 4.042], [-1.550, -2.863, 2.434], [-2.111, -1.235, 2.790], [0.569, -0.326, 4.585], [-0.185, 0.860, 3.478], [1.543, 0.543, 3.375], [0.709, -3.165, 4.517], [2.514, -4.783, 4.929], [4.382, -4.987, 3.319], [4.432, -3.588, 1.307], [4.820, -0.754, 0.912], [3.538, 0.352, 1.469], [4.019, 0.373, -0.227], [4.364, -2.871, -0.740], [3.448, -1.937, -1.934], [2.725, -3.386, -1.226], [-5.574, -2.467, -3.705], [-5.102, -2.806, -2.503], [-3.842, -3.214, -2.344], [-3.345, -3.575, -1.108], [-1.933, -3.831, -0.924], [-1.193, -2.612, -0.428], [0.014, -2.736, -0.078], [-1.731, -1.479, -0.433], [-4.098, -3.445, 0.038], [-3.652, -3.670, 1.146], [-5.406, -3.064, -0.174], [-6.020, -2.706, -1.375], [-7.171, -2.346, -1.417], [-3.156, -3.266, -3.178], [-1.490, -4.107, -1.882], [-1.785, -4.649, -0.223], [-5.973, -2.982, 0.658], [0.687, -1.106, -2.940], [-1.037, -0.331, -3.868], [-2.348, -0.392, -3.481], [-3.235, 0.264, -4.381], [-2.587, 0.820, -5.441], [-0.896, 0.559, -5.331], [-2.657, -0.852, -2.554], [-4.307, 0.307, -4.245], [-3.013, 1.355, -6.275], [0.712, 3.077, -2.815], [-0.405, 3.517, -1.885], [-1.656, 2.686, -2.072], [-0.694, 5.000, -2.026], [0.052, 3.390, -0.484], [0.421, 2.085, 0.296], [-0.742, 1.141, 0.586], [1.436, 1.199, -0.410], [0.941, 2.645, 1.672], [1.904, 3.725, 1.901], [1.144, 5.040, 1.903], [2.475, 3.427, 3.277], [3.004, 3.706, 0.848], [0.400, 3.247, -3.847], [0.935, 2.017, -2.698], [1.618, 3.657, -2.628], [-2.044, 2.827, -3.083], [-2.424, 2.973, -1.352], [-1.445, 1.625, -1.955], [-1.043, 5.209, -3.038], [0.207, 5.587, -1.843], [-1.466, 5.308, -1.320], [0.345, 5.010, 2.644], [0.708, 5.240, 0.925], [1.825, 5.853, 2.159], [1.675, 3.371, 4.016], [3.169, 4.215, 3.572], [3.017, 2.480, 3.274], [2.610, 3.928, -0.143], [3.487, 2.729, 0.821], [3.751, 4.461, 1.096]],
  "atomic_forces_ev_per_a": [[-0.053, 0.088, -0.214], [-0.005, -0.035, -0.043], [0.043, 0.097, -0.001], [-0.014, -0.019, 0.018], [0.046, -0.003, -0.055], [0.037, -0.015, 0.001], [-0.015, 0.011, -0.009], [-0.006, 0.009, -0.001], [0.004, -0.006, 0.011], [-0.072, 0.049, 0.053], [0.120, -0.094, 0.031], [-0.014, -0.004, 0.043], [-0.030, -0.010, -0.018], [-0.014, -0.013, -0.002], [0.001, 0.010, 0.001], [-0.002, 0.013, 0.000], [-0.007, 0.006, 0.007], [0.005, -0.010, 0.009], [-0.002, -0.020, -0.013], [0.001, -0.002, 0.008], [-0.002, 0.002, 0.002], [0.000, 0.000, -0.002], [0.003, -0.004, -0.008], [0.008, 0.009, -0.006], [0.016, -0.006, 0.001], [-0.014, -0.014, -0.020], [0.002, 0.000, 0.009], [0.000, 0.005, 0.004], [-0.003, 0.003, -0.003], [-0.005, -0.002, -0.005], [-0.022, -0.056, 0.003], [-0.006, -0.011, 0.011], [0.004, 0.032, -0.058], [0.035, -0.043, -0.014], [-0.025, 0.153, 0.009], [0.031, -0.068, 0.091], [0.025, 0.009, 0.053], [-0.036, -0.079, 0.067], [0.001, 0.025, -0.021], [-0.008, -0.010, -0.005], [0.044, 0.119, 0.031], [-0.017, -0.043, -0.014], [0.003, 0.002, 0.004], [0.011, 0.014, 0.001], [-0.002, -0.003, 0.003], [0.001, 0.005, 0.000], [-0.034, 0.006, -0.027], [-0.032, 0.062, 0.070], [0.041, 0.013, -0.005], [-0.015, -0.022, -0.004], [0.011, 0.027, 0.025], [0.001, -0.042, -0.046], [-0.002, 0.008, -0.003], [-0.001, 0.000, -0.002], [-0.001, 0.004, 0.002], [-0.009, 0.019, -0.017], [0.020, -0.007, -0.037], [-0.032, -0.013, -0.020], [0.006, -0.002, -0.001], [0.009, -0.027, -0.014], [-0.033, -0.158, 0.055], [0.087, -0.029, -0.137], [-0.075, 0.004, 0.174], [-0.006, 0.015, 0.024], [0.003, 0.010, -0.007], [-0.002, 0.057, -0.016], [0.015, 0.001, 0.001], [-0.023, -0.036, 0.026], [-0.002, -0.005, 0.005], [0.015, 0.029, -0.020], [0.005, -0.008, 0.014], [0.009, 0.008, 0.002], [-0.002, 0.001, 0.001], [-0.013, -0.019, 0.002], [0.001, -0.003, 0.005], [0.001, -0.002, -0.002], [-0.005, 0.003, 0.005], [-0.001, 0.001, 0.000], [0.023, -0.009, 0.041], [-0.002, 0.013, 0.005], [0.001, -0.002, 0.000], [-0.016, 0.001, -0.004], [-0.003, -0.003, -0.013], [-0.012, -0.001, -0.032], [0.013, 0.016, -0.023], [-0.008, 0.000, 0.013]],
  "mulliken_spin": [1.068, 0.011, -0.020, -0.005, 0.002, -0.001, 0.000, 0.000, -0.001, 0.000, 0.017, -0.002, 0.013, 0.000, 0.000, 0.001, -0.001, -0.001, 0.002, 0.000, 0.000, 0.000, 0.000, -0.001, 0.003, -0.001, 0.000, 0.000, 0.001, 0.000, 0.000, 0.000, 0.000, 0.001, -0.007, -0.010, -0.023, 0.000, 0.000, 0.000, 0.000, 0.000, 0.000, 0.000, 0.000, 0.000, -0.029, 0.008, -0.005, 0.001, 0.000, 0.000, 0.005, 0.000, 0.000, -0.008, 0.006, -0.016, 0.000, 0.002, -0.032, -0.002, 0.015, -0.006, 0.000, 0.000, 0.000, -0.001, 0.000, 0.004, 0.000, 0.000, 0.000, 0.010, 0.000, 0.000, 0.000, 0.000, 0.000, 0.000, 0.000, 0.000, 0.000, 0.000, 0.000, 0.000],
  "multiplicity": 2,
  "s2": 0.755,
  "gap_ha": [0.261, 0.263]
}

***

| no. | energy (eV) |
| --- | --- |
| 1 | -15700.4827 |
| 2 | -14994.4262 |
| 3 | -120899.0332 |